Entry 1:
The following is a quantum chemistry calculation of a 2-piece molecular cluster, C3H6O3 overall in a non-equilibrium geometry, from the Open Molecules 2025 dataset.

Geometry as XYZ:
```
12
Properties=species:S:1:pos:R:3:forces:R:3:lowdin_charge:R:1
C 2.5976 0.3612 1.4380 -2.0 0.7 -0.6 0.0200
C 1.6727 -0.5774 1.2054 1.4 -0.4 -1.1 -0.2651
O 0.3891 -0.3598 0.7777 0.2 0.1 0.4 -0.0515
H 3.5941 0.1941 1.7998 0.1 -0.2 -0.2 0.0481
H 2.2383 1.3659 1.1362 0.6 -0.3 0.9 0.0733
H 1.9409 -1.6092 0.9751 -0.1 -0.1 0.9 0.1141
H -0.0182 0.3741 1.2562 -0.1 0.0 -0.2 0.1112
O -2.2103 0.2858 -0.2184 0.3 -0.2 0.3 0.0488
C -1.8278 0.2920 -1.3575 -0.8 0.6 0.3 -0.4023
O -0.6154 -0.0258 -1.7883 -0.1 -0.3 -0.3 0.0771
H -2.5309 0.6432 -2.1297 0.6 -0.2 -0.4 0.1385
H -0.0927 -0.3760 -1.0365 -0.2 0.3 0.2 0.0879
```
Positions in Å, forces in eV/Å.

Its SMILES is C=CO.O=CO. The value obtained for the HOMO energy is -0.3525 Ha. The total energy comes out at -343.59557 hartree.

***

Entry 2:
The following is a quantum chemistry calculation of one molecule with the formula C3H6O3, from the Open Molecules 2025 dataset.

Geometry as XYZ:
```
12
Properties=species:S:1:pos:R:3:forces:R:3:lowdin_charge:R:1
O 1.4635 1.4878 -0.1038 0.2 -0.4 0.4 0.0631
C 1.0176 0.6370 0.6309 -0.1 0.1 0.0 -0.1836
C 0.4188 -0.6438 0.0402 0.0 0.2 0.1 -0.3331
O 0.7653 -0.6946 -1.3241 0.0 0.2 0.1 -0.0239
C -1.1083 -0.4623 0.1805 0.0 -0.1 0.1 -0.1877
O -1.4077 0.9194 -0.0142 -0.3 -0.5 0.1 -0.0610
H 0.9486 0.7864 1.7283 0.1 0.0 -0.3 0.1445
H 0.7909 -1.5328 0.5762 -0.1 0.2 -0.2 0.1529
H 1.2613 0.1298 -1.4892 0.0 -0.2 -0.1 0.0863
H -1.6270 -1.0900 -0.5678 0.3 0.1 0.3 0.1306
H -1.4588 -0.7417 1.1845 0.1 0.2 -0.3 0.1269
H -0.9598 1.1541 -0.8317 -0.1 0.3 -0.3 0.0851
```
Positions in Å, forces in eV/Å.

Its SMILES is O=C[C@H](O)CO. The value obtained for the HOMO energy is -0.3811 Ha. The total energy comes out at -343.59971 hartree.